No. 1
Below is a structure of composition C5H5NO in a non-equilibrium geometry, with properties calculated with ωB97M-V with the def2-TZVPD basis set.

Element x y z (Å)
O 0.776 1.175 1.999
C 0.501 0.754 0.906
C 1.214 -0.322 0.070
C 2.254 -0.947 -0.235
C -0.723 0.890 -0.064
C -0.549 -0.492 -0.655
N -2.092 0.851 0.182
H 3.008 -1.584 -0.654
H -0.466 1.664 -0.808
H -0.918 -1.321 -0.047
H -0.683 -0.636 -1.730
H -2.239 0.213 0.984

- HOMO (alpha / beta) (Eh) = -0.3110 / -0.3453

***

No. 2
Below is the molecule C5H5NO in a non-equilibrium geometry, with properties calculated with ωB97M-V with the def2-TZVPD basis set.

Element x y z (Å)
C 2.291 0.206 0.101
C 1.269 -0.642 -0.066
C -0.176 -0.205 -0.133
C -0.812 1.024 -0.088
N -2.198 0.773 -0.014
C -2.323 -0.503 0.050
O -1.162 -1.209 0.001
H 2.126 1.272 0.058
H 3.364 -0.107 0.065
H 1.331 -1.731 -0.216
H -0.417 2.053 0.030
H -3.293 -0.932 0.212

- structure (SMILES) = C=Cc1cnco1
- HOMO (Eh) = -0.3243

***

No. 3
Below is the molecule C5H5NO in a non-equilibrium geometry, with properties calculated with ωB97M-V with the def2-TZVPD basis set.

Element x y z (Å)
C -0.519 2.064 -0.258
C -0.422 0.856 -0.250
C -0.595 -0.545 0.127
C -1.796 -1.142 0.071
N 0.580 -1.256 0.188
C 1.647 -0.625 -0.188
O 2.222 0.500 0.267
H -0.527 3.116 -0.201
H -1.854 -2.216 0.099
H -2.703 -0.563 0.087
H 2.433 -1.270 -0.577
H 1.533 1.081 0.636

- structure (SMILES) = C#CC(=C)/N=C\O
- HOMO (Eh) = -0.3128

***

No. 4
Below is a structure of composition C5H5NO in a non-equilibrium geometry, with properties calculated with ωB97M-V with the def2-TZVPD basis set.

Element x y z (Å)
O 1.250 1.618 0.431
C 1.189 0.381 0.713
C 0.518 -0.449 -0.405
C -0.887 -1.007 -0.405
C -0.672 0.450 -0.681
C -0.591 1.075 0.655
N -0.520 0.671 1.771
H 1.843 -0.062 1.478
H 1.214 -0.740 -1.185
H -1.372 -1.271 0.528
H -1.154 -1.613 -1.267
H -0.818 0.947 -1.633

- HOMO (Eh) = -0.3486

***

No. 5
Below is a structure of composition C5H5NO in a non-equilibrium geometry, with properties calculated with ωB97M-V with the def2-TZVPD basis set.

Element x y z (Å)
O -2.561 -0.472 0.027
C -1.356 -0.273 0.128
C -0.829 1.117 -0.002
C 0.866 -0.025 -0.435
C -0.087 -1.033 -0.025
C 2.226 -0.001 0.039
N 3.308 0.045 0.455
H -1.217 1.642 -0.893
H -0.702 1.758 0.869
H 0.744 0.429 -1.406
H -0.727 -0.727 1.269
H 0.103 -2.088 0.123

- HOMO (Eh) = -0.3520

***

No. 6
Below is the molecule C5H5NO2 in a non-equilibrium geometry, with properties calculated with ωB97M-V with the def2-TZVPD basis set.

Element x y z (Å)
O 0.398 3.066 -1.049
C -0.005 2.121 -0.098
C 0.267 0.678 -0.515
C -0.264 -0.523 0.352
C -0.354 -1.742 -0.529
N -0.412 -2.841 0.185
O -0.489 -2.451 1.539
C -0.406 -1.139 1.607
H 1.080 2.709 -1.821
H -0.592 2.389 0.855
H 0.606 0.540 -1.534
H -0.081 -2.025 -1.673
H 0.251 -0.782 2.680

- structure (SMILES) = O/C=C/c1cnoc1
- HOMO (Eh) = -0.3026

***

No. 7
Below is a structure of composition C5H5NO2 in a non-equilibrium geometry, with properties calculated with ωB97M-V with the def2-TZVPD basis set.

Element x y z (Å)
C 1.166 -1.524 1.143
C 0.017 -0.126 -0.263
C -0.572 0.794 0.748
C -1.093 1.883 -0.066
C -0.280 0.426 -1.457
H 0.708 -0.616 1.640
H 0.326 -2.363 -1.128
H -0.269 0.889 1.807
H -1.714 2.797 0.184
H 0.076 0.015 -2.515
N 0.583 -1.458 -0.210
O 1.937 -2.464 1.545
O -0.885 1.746 -1.427

- HOMO (Eh) = -0.3218

***

No. 8
Below is the molecule C5H5NO2 in a non-equilibrium geometry, with properties calculated with ωB97M-V with the def2-TZVPD basis set.

Element x y z (Å)
O -2.021 0.047 -0.875
C -1.019 -0.227 -0.171
C -0.594 -1.376 0.570
C 0.701 -1.300 0.796
C 1.189 0.113 0.421
C 0.048 0.728 -0.123
N 0.290 1.633 -1.163
O -0.787 2.123 -1.807
H -0.872 -2.363 0.775
H 1.287 -1.933 1.580
H 2.189 -0.048 -0.180
H 1.435 0.536 1.466
H -1.847 2.068 -1.291

- structure (SMILES) = O=C1C=CC/C1=N/O
- HOMO (Eh) = -0.3446

***

No. 9
Below is the molecule C5H5NO2 in a non-equilibrium geometry, with properties calculated with ωB97M-V with the def2-TZVPD basis set.

Element x y z (Å)
C 1.822 -0.456 -0.498
C 0.709 -0.370 0.085
O 0.558 -0.965 1.351
C -0.704 -0.679 1.647
C -1.515 -0.151 0.589
N -0.573 0.037 -0.541
C -0.350 1.164 -1.497
O 0.749 1.587 -1.931
H 2.372 -0.709 0.481
H 1.971 -0.108 -1.581
H -1.058 -0.726 2.891
H -2.638 -0.139 0.683
H -1.343 1.516 -1.680

- structure (SMILES) = C=C1OC=CN1C=O
- HOMO (Eh) = -0.2970

***

No. 10
Below is a cluster of 2 separate species, C5H5NO2 in total in a non-equilibrium geometry, with properties calculated with ωB97M-V with the def2-TZVPD basis set.

Element x y z (Å)
C 0.656 0.373 -0.244
C -0.431 -0.027 0.573
C 1.204 -1.118 -0.017
C -1.773 -0.182 -0.212
C -3.002 -0.655 -0.455
H 2.538 1.066 -0.774
H 1.381 1.809 1.024
H 0.615 0.594 -1.463
H -0.557 0.523 1.581
H -4.172 -0.902 -0.266
N 1.257 1.676 -0.080
O 0.113 -1.304 0.713
O 2.171 -1.852 -0.379

- HOMO (Eh) = -0.3561

***

No. 11
Below is a structure of composition C5H5NO2 in a non-equilibrium geometry, with properties calculated with ωB97M-V with the def2-TZVPD basis set.

Element x y z (Å)
C 0.251 0.757 0.424
C 0.334 -0.326 -0.521
C -0.877 0.194 1.023
C 0.993 -1.505 -0.592
O 1.349 1.263 1.050
O -2.168 0.031 0.625
C -0.044 0.536 -1.651
N -0.344 1.050 -2.654
H 1.055 1.830 1.781
H -2.217 0.006 -0.346
H -0.857 0.145 2.110
H 1.602 -1.860 0.233
H 0.922 -2.123 -1.480

- HOMO (alpha / beta) (Eh) = -0.2979 / -0.2979

***

No. 12
Below is the molecule C5H5NO2 in a non-equilibrium geometry, with properties calculated with ωB97M-V with the def2-TZVPD basis set.

Element x y z (Å)
C 2.192 -0.780 0.573
C 1.965 0.162 -0.402
O 0.762 0.909 -0.584
C -0.456 0.385 -0.487
C -1.444 1.055 0.225
C -2.527 0.070 0.208
N -2.166 -1.084 -0.426
O -0.840 -0.975 -0.669
H 1.335 -1.560 0.896
H 3.375 -1.018 0.458
H 2.803 0.518 -1.080
H -1.485 1.942 0.560
H -3.514 0.378 0.729

- structure (SMILES) = C=COc1ccno1
- HOMO (Eh) = -0.3314

***

No. 13
Below is a cluster of 2 separate species, C5H5NO2 in total in a non-equilibrium geometry, with properties calculated with ωB97M-V with the def2-TZVPD basis set.

Element x y z (Å)
C -1.215 -0.048 1.243
C -0.164 0.013 0.269
C -0.368 0.991 -0.745
C 1.226 -0.300 -1.433
C 0.979 -0.671 0.005
H -2.131 1.165 0.506
H -1.087 -0.558 2.374
H -1.343 1.569 -0.941
H 1.959 -0.595 -2.076
H 2.637 -1.347 0.397
N 0.279 0.715 -1.833
O -2.209 0.744 1.374
O 1.436 -1.676 0.859

- HOMO (Eh) = -0.2953

***

No. 14
Below is a structure of composition C5H5NO2 in a non-equilibrium geometry, with properties calculated with ωB97M-V with the def2-TZVPD basis set.

Element x y z (Å)
C -0.699 0.673 -0.023
C -1.611 1.586 -0.887
C 0.755 1.150 -0.013
C 0.592 -0.291 -0.179
C -1.648 -0.166 0.817
N -2.906 -0.259 0.433
O -3.775 -0.959 -0.026
O -2.980 1.275 -0.505
H 0.952 1.758 -0.758
H 1.176 1.456 0.945
H 0.597 -0.759 -1.126
H 0.695 -0.842 0.698
H -1.153 -1.062 1.346

- HOMO (alpha / beta) (Eh) = -0.2505 / -0.3345
- 2S+1 = 3
- <S²> = 2.05

***

No. 15
Below is the molecule C5H5NO2S in a non-equilibrium geometry, with properties calculated with ωB97M-V with the def2-TZVPD basis set.

Element x y z (Å)
C -1.422 -0.477 1.606
C -1.328 -0.445 0.160
C -0.473 -1.347 -0.408
C 0.915 0.256 0.770
C 0.317 0.927 -0.442
N 0.728 0.214 -1.624
O -1.083 0.878 -0.284
O 0.237 -1.131 -1.530
S 0.020 0.186 2.201
H -2.292 -0.549 2.224
H -0.449 -2.382 -0.109
H 1.968 0.429 0.929
H 0.621 1.972 -0.558
H 0.320 0.615 -2.466

- HOMO (alpha / beta) (Eh) = -0.2954 / -0.2954

***

No. 16
Below is the molecule C5H5NO4 in a non-equilibrium geometry, with properties calculated with ωB97M-V with the def2-TZVPD basis set.

Element x y z (Å)
O 0.230 1.400 -2.155
C -0.093 1.068 -1.078
O -0.601 1.774 -0.094
C -0.198 1.299 1.160
C 0.199 -0.181 0.986
C -0.973 -0.967 0.302
C 0.158 -0.406 -0.477
N 1.066 -1.214 -1.285
O 2.175 -0.686 -1.396
O 0.603 -2.248 -1.639
H -1.057 1.252 1.921
H 0.657 1.954 1.646
H 0.857 -0.668 1.599
H -1.170 -2.065 0.308
H -1.854 -0.311 0.202

- structure (SMILES) = O=C1OC[C@H]2C[C@@]12[N+](=O)[O-]
- HOMO (Eh) = -0.3925

***

No. 17
Below is a cluster of 2 separate species, C5H5NOSe in total in a non-equilibrium geometry, with properties calculated with ωB97M-V with the def2-TZVPD basis set.

Element x y z (Å)
C 0.227 0.483 1.649
C -0.739 0.006 0.790
C 1.537 0.172 1.414
C -0.524 -1.032 -0.172
C 0.833 -1.105 -0.368
N 1.717 -0.556 0.319
O -1.412 -1.724 -0.935
Se -0.440 1.055 -3.248
H 0.037 1.112 2.434
H -1.784 0.207 1.190
H 2.296 0.510 2.047
H -2.128 -1.175 -1.192
H 0.381 2.048 -3.926

- HOMO (alpha / beta) (Eh) = -0.3417 / -0.2906

***

Per-record energy relative to the best compared isomer or geometry (same formula, charge and spin), kcal per mole: 147.6 30.3 88.6 120.8 119.8 144.6 105.8 125.8 114.6 207.8 124.3 125.1 143.5 145.1 131.2 77.6 0.0